Entry 1:
Molecular formula: C16H32CuN10O15P2
Method: DFT, ωB97M-V with the def2-TZVPD basis set

Summary:
Kohn-Sham gap (alpha / beta): 7.90 / 7.52 eV
expectation value of S²: 0.75
energy above the lowest of the compared OMol25 structures with the same formula, charge and spin: 1.2 kcal per mole
charge: 0
spin multiplicity: 2

```
76
Properties=species:S:1:pos:R:3:mulliken_charge:R:1
Cu 0.850 -0.444 0.611 0.35
C 1.898 3.994 0.620 -0.90
N 1.432 3.868 -0.764 0.46
C 1.530 5.088 -1.552 -1.12
P 0.442 2.615 -1.121 -1.22
O 1.041 1.275 -0.948 0.77
O -0.829 2.833 -0.130 0.47
P -1.267 1.993 1.180 -0.74
O -0.480 0.747 1.338 0.47
N -1.078 3.054 2.391 0.69
C -1.206 4.496 2.244 -1.17
C -0.747 2.577 3.741 -0.84
N -2.850 1.657 0.958 0.30
C -3.849 2.703 1.152 -1.00
C -3.155 0.724 -0.137 -0.34
N -0.165 2.870 -2.610 0.45
C 0.068 1.881 -3.669 -0.84
C -1.263 3.800 -2.843 -1.08
H 2.974 4.135 0.644 0.40
H 1.663 3.095 1.190 0.15
H 1.420 4.850 1.109 0.18
H 2.560 5.447 -1.526 0.37
H 0.881 5.881 -1.161 0.30
H 1.267 4.893 -2.589 0.33
H -1.433 4.763 1.213 0.23
H -0.275 4.989 2.537 0.34
H -2.002 4.879 2.888 0.44
H -0.765 1.492 3.782 0.21
H -1.472 2.969 4.458 0.31
H 0.250 2.923 4.026 0.29
H -3.600 3.306 2.025 0.30
H -4.816 2.233 1.331 0.38
H -3.940 3.357 0.275 0.26
H -2.362 -0.014 -0.239 -0.39
H -3.272 1.255 -1.091 0.19
H -4.082 0.199 0.090 0.47
H 0.883 1.218 -3.387 0.09
H 0.331 2.394 -4.596 0.30
H -0.824 1.273 -3.845 0.30
H -1.353 4.505 -2.017 0.29
H -2.213 3.269 -2.954 0.29
H -1.080 4.366 -3.760 0.37
C -3.543 -3.308 -0.475 -0.94
O -2.590 -2.286 -0.772 -0.25
C -1.302 -2.448 -0.437 -0.04
O -0.544 -1.506 -0.705 0.12
N -0.968 -3.654 0.049 0.33
N 0.313 -4.027 0.478 -1.04
H -4.479 -2.970 -0.907 0.25
H -3.660 -3.419 0.603 0.34
H -3.256 -4.255 -0.933 0.37
H -1.688 -4.181 0.493 0.26
H 0.477 -3.590 1.371 0.34
H 0.984 -3.664 -0.173 0.34
O 5.736 0.489 -5.058 -0.63
N 5.711 0.920 -3.917 1.05
O 6.435 1.805 -3.493 -0.63
C 4.738 0.339 -2.995 -0.88
C 3.856 -0.630 -3.444 -0.33
C 2.981 -1.213 -2.573 -0.31
C 2.909 -0.867 -1.170 1.59
O 2.172 -1.478 -0.315 -0.75
C 3.760 0.239 -0.832 -0.49
C 4.674 0.788 -1.704 -0.26
N 3.648 0.888 0.453 1.30
O 4.412 1.797 0.709 -0.67
O 2.786 0.531 1.253 -0.59
N 2.051 -2.169 -3.191 1.17
O 1.683 -1.901 -4.325 -0.65
O 1.783 -3.201 -2.617 -0.59
H 3.868 -0.923 -4.484 0.63
H 5.320 1.586 -1.376 0.72
O -0.749 -0.807 3.964 -0.71
N -0.775 -1.464 2.922 1.09
O -1.828 -1.936 2.466 -0.62
O 0.349 -1.672 2.290 -0.63
```

---

Entry 2:
Molecular formula: C8H6O3S
Method: DFT, ωB97M-V with the def2-TZVPD basis set

Summary:
Kohn-Sham gap: 9.37 eV
energy above the lowest of the compared OMol25 structures with the same formula, charge and spin: 25.0 kcal per mole
charge: 0

```
18
Properties=species:S:1:pos:R:3:mulliken_charge:R:1
C 1.786 0.416 0.564 -0.39
C 0.701 1.179 0.697 -0.51
C 0.597 -1.694 -0.151 -0.10
C -0.597 -1.163 -0.123 0.18
C -2.035 -1.283 -0.049 0.09
C -1.888 1.013 0.554 0.48
C 1.841 -0.840 -0.253 -0.79
C -0.521 0.892 -0.045 0.40
O -2.707 -2.225 -0.349 -0.50
O -2.342 1.978 1.089 -0.53
O -2.634 -0.121 0.405 -0.28
S -0.527 1.301 -1.810 -0.17
H 2.684 0.681 1.099 0.42
H 0.678 2.026 1.369 0.42
H 0.762 -2.763 -0.105 0.45
H 1.942 -0.583 -1.313 0.25
H 2.710 -1.432 0.035 0.44
H -0.451 2.617 -1.614 0.16
```

---

Entry 3:
Molecular formula: C30H58N2O8
Method: DFT, ωB97M-V with the def2-TZVPD basis set

Summary:
Kohn-Sham gap: 8.85 eV
SMILES: CCN(CCN[C@](CCCCCOC)(COCCCCCCCCCOC)C[C@@H]1CO1)C(C)=O.O=C1OCCO1
charge: 0

```
98
Properties=species:S:1:pos:R:3:mulliken_charge:R:1
C 0.676 1.190 6.308 -1.37
C -0.741 1.259 5.686 -0.66
N -1.169 0.052 4.982 0.24
C -0.419 -0.160 3.756 -1.42
C -0.984 0.711 2.596 -0.20
N 0.019 1.523 1.942 -0.03
C 0.198 1.476 0.507 1.53
C -0.621 2.594 -0.203 -1.16
C -2.050 2.816 0.280 -0.95
C -3.105 1.863 -0.288 0.08
C -4.499 2.015 0.335 -1.07
C -4.508 1.827 1.841 0.20
O -5.806 1.519 2.304 -0.42
C -5.837 0.371 3.137 -0.70
C 0.000 0.090 -0.129 -1.94
O 0.533 -0.017 -1.434 -0.36
C -0.394 0.121 -2.489 -0.09
C -0.755 -1.219 -3.142 -1.31
C 0.253 -2.336 -2.875 0.25
C -0.040 -3.541 -3.785 -0.52
C 0.547 -3.458 -5.198 -0.95
C 1.999 -2.999 -5.330 -0.64
C 3.064 -3.994 -4.837 -0.74
C 3.464 -3.889 -3.359 -0.63
C 2.780 -4.860 -2.390 -0.34
O 2.286 -6.004 -3.055 -0.36
C 1.428 -6.759 -2.245 -0.76
C 1.684 1.879 0.253 -1.53
C 2.667 0.860 0.782 0.79
C 4.074 1.042 0.303 -1.12
O 3.095 -0.078 -0.102 -0.39
C -1.373 -1.094 5.747 0.82
C -1.690 -0.910 7.216 -1.26
O -1.359 -2.222 5.272 -0.64
H 1.031 0.162 6.293 0.38
H 1.382 1.810 5.766 0.39
H 0.624 1.528 7.338 0.34
H -1.480 1.589 6.405 0.63
H -0.717 2.049 4.935 0.36
H -0.455 -1.196 3.446 0.42
H 0.636 0.101 3.875 0.29
H -1.718 1.365 3.077 0.38
H -1.554 0.080 1.921 0.28
H 0.854 1.675 2.474 0.47
H -0.577 2.489 -1.286 0.38
H -0.080 3.505 0.028 0.29
H -2.340 3.810 -0.074 0.46
H -2.113 2.881 1.362 0.24
H -3.190 2.052 -1.359 0.48
H -2.830 0.813 -0.174 0.03
H -5.097 1.196 -0.072 0.36
H -4.986 2.940 0.029 0.33
H -3.784 1.059 2.117 -0.13
H -4.143 2.748 2.307 0.19
H -5.303 -0.457 2.668 0.32
H -6.879 0.079 3.223 0.27
H -5.409 0.595 4.115 0.28
H -1.061 -0.163 -0.184 0.71
H 0.449 -0.692 0.488 0.36
H -1.312 0.623 -2.182 -0.03
H 0.051 0.775 -3.242 0.46
H -0.779 -1.055 -4.222 0.40
H -1.753 -1.568 -2.879 0.32
H 0.093 -2.680 -1.852 0.27
H 1.276 -1.991 -2.967 0.02
H 0.203 -4.482 -3.300 0.01
H -1.126 -3.554 -3.906 0.46
H 0.475 -4.451 -5.645 0.44
H -0.073 -2.806 -5.814 0.40
H 2.179 -2.896 -6.403 0.39
H 2.162 -2.010 -4.904 0.26
H 2.789 -5.003 -5.129 0.37
H 3.961 -3.746 -5.405 0.41
H 4.539 -4.043 -3.292 0.48
H 3.286 -2.879 -2.993 0.19
H 1.964 -4.349 -1.870 0.15
H 3.508 -5.181 -1.637 0.47
H 1.953 -7.270 -1.433 0.28
H 0.636 -6.141 -1.808 0.30
H 0.940 -7.498 -2.875 0.26
H 1.892 1.948 -0.808 0.16
H 1.894 2.803 0.791 0.84
H 2.562 0.553 1.819 0.22
H 4.852 0.387 0.673 0.41
H 4.260 1.416 -0.696 0.28
H -2.179 -1.805 7.579 0.37
H -0.794 -0.708 7.798 0.25
H -2.384 -0.088 7.379 0.34
O -0.269 6.078 -0.896 -0.49
C 0.747 5.869 -1.468 0.59
O 1.523 4.771 -1.283 -0.13
C 2.526 4.757 -2.302 -0.33
C 2.613 6.219 -2.689 -0.42
O 1.294 6.690 -2.396 -0.36
H 3.459 4.359 -1.912 0.31
H 2.183 4.126 -3.124 0.27
H 3.328 6.771 -2.076 0.26
H 2.848 6.373 -3.738 0.32
```

---

Entry 4:
Molecular formula: C23H27N3O4
Method: DFT, ωB97M-V with the def2-TZVPD basis set

Summary:
Kohn-Sham gap: 8.49 eV
SMILES: COc1ccccc1/C=C(/NC(=O)c1ccccc1)C(=O)NCCN1CCOCC1
energy above the lowest of the compared OMol25 structures with the same formula, charge and spin: 48.1 kcal per mole
charge: 0

```
57
Properties=species:S:1:pos:R:3:mulliken_charge:R:1
C 1.293 1.612 -2.925 -1.08
O 0.622 1.613 -1.688 -0.23
C 0.950 2.562 -0.767 1.18
C 2.059 3.392 -0.860 -0.56
C 2.316 4.335 0.123 -0.68
C 1.459 4.475 1.199 -0.80
C 0.343 3.662 1.291 -0.26
C 0.079 2.686 0.337 -0.48
C -1.142 1.884 0.427 -0.80
C -1.246 0.551 0.316 0.06
N -2.453 -0.137 0.249 -0.14
C -3.726 0.342 0.310 0.57
O -4.005 1.502 0.548 -0.67
C -4.776 -0.697 0.097 0.40
C -4.583 -1.823 -0.699 -0.33
C -5.610 -2.734 -0.868 -0.75
C -6.832 -2.535 -0.246 -0.35
C -7.034 -1.410 0.536 -0.54
C -6.014 -0.492 0.700 -0.42
C -0.118 -0.436 0.267 0.72
O -0.300 -1.559 -0.183 -0.78
N 1.029 -0.056 0.860 0.09
C 2.217 -0.872 0.817 -0.45
C 3.121 -0.450 -0.365 -0.56
N 4.331 -1.187 -0.607 0.10
C 5.417 -1.057 0.344 -0.80
C 5.424 -2.152 1.420 -0.37
O 5.406 -3.436 0.836 -0.40
C 4.262 -3.604 0.024 -0.39
C 4.212 -2.550 -1.091 -0.71
H 0.798 0.848 -3.523 0.24
H 1.204 2.581 -3.427 0.38
H 2.351 1.354 -2.817 0.40
H 2.731 3.314 -1.700 0.46
H 3.186 4.967 0.034 0.40
H 1.652 5.219 1.957 0.40
H -0.342 3.771 2.119 0.52
H -2.057 2.449 0.548 0.61
H -2.304 -1.128 0.080 0.22
H -3.647 -1.984 -1.214 0.46
H -5.457 -3.603 -1.490 0.38
H -7.628 -3.253 -0.378 0.38
H -7.988 -1.247 1.015 0.38
H -6.154 0.396 1.297 0.41
H 1.126 0.906 1.146 0.29
H 2.745 -0.770 1.768 0.18
H 1.885 -1.904 0.683 0.21
H 3.402 0.600 -0.222 0.21
H 2.513 -0.520 -1.272 0.21
H 5.375 -0.071 0.810 0.38
H 6.352 -1.138 -0.223 0.37
H 6.342 -2.101 2.009 0.35
H 4.560 -2.042 2.093 0.24
H 4.342 -4.605 -0.403 0.35
H 3.358 -3.553 0.649 0.26
H 3.288 -2.653 -1.658 0.39
H 5.062 -2.727 -1.762 0.37
```